Here is 2 unconnected molecules or ions with the total composition C5H13NO2 at a distorted geometry from the Open Molecules 2025 dataset. Energies are from ωB97M-V with the def2-TZVPD basis set.

```
21
Properties=species:S:1:pos:R:3:forces:R:3
C -1.0914 -1.8629 -1.6573 -0.2 0.0 -0.3
C -0.5747 -1.6948 -0.2453 1.5 1.1 0.5
C 0.7255 -0.5893 -0.1251 0.3 -4.0 -1.5
N 1.5068 -0.8519 0.9849 -0.5 0.5 -0.3
O 1.2226 -0.1237 -1.1513 -0.8 0.5 1.0
H -1.9936 -1.2684 -1.8250 0.2 0.0 -0.1
H -0.3407 -1.5930 -2.4045 0.0 0.1 0.2
H -1.3475 -2.9099 -1.8519 -0.1 0.1 0.1
H -0.1254 -2.6240 0.1128 0.1 0.1 0.0
H -1.3733 -1.4495 0.4620 0.1 0.1 -0.1
H 2.5004 -0.7068 0.8682 -0.2 0.1 0.2
H 1.1588 -1.4408 1.7278 0.2 0.2 -0.2
C 0.5568 2.3305 1.1908 0.3 -0.4 0.1
C -0.5690 1.5913 0.5079 -0.8 -2.6 -0.3
O -0.7332 2.0065 -0.8164 0.3 -0.2 -0.5
H 0.7337 1.9492 2.1986 0.0 0.0 0.0
H 1.4814 2.2448 0.6138 0.0 -0.1 0.0
H 0.3226 3.3981 1.2515 -0.1 -0.2 0.0
H -1.5128 1.7100 1.0488 0.0 0.3 -0.2
H -0.5466 0.3028 0.4278 0.2 4.0 1.0
H -0.0004 1.5818 -1.3180 -0.5 0.3 0.2
```
Positions in Å, forces in eV/Å.

Results
Total charge: 0
Kohn-Sham gap: 0.37248 hartree
ΔE to the lowest compared entry with this formula, charge and spin: 222.8 kJ/mol
Highest occupied orbital energy: -9.355 eV
Multiplicity: 1
SMILES: CCC(N)=O.CCO
Electronic energy: -403.49175 hartree